The following is a quantum chemistry calculation of a cluster of 2 separate species, Br2ClHNP in total at a distorted geometry, from the Open Molecules 2025 dataset.

Structure (XYZ):
```
6
Br2ClHNP, DFT the ωB97M-V functional and the def2-TZVPD basis
N -1.5325 0.7302 -0.6205
P -1.0391 -0.5191 -1.2762
Cl 2.9310 -1.0148 1.0562
Br 2.5569 1.0592 1.3345
Br -1.0788 -1.8984 0.4459
H -1.8375 1.6430 -0.9399
```

## Properties
SMILES   [H]/N=P/Br.ClBr
Energy relative to the best compared isomer or geometry (same formula, charge and spin)   108.6 kJ/mol
HOMO energy   -9.626 eV
Calculated total energy   -6004.906333 hartree

Here are the Mulliken charges for atoms 1 to 4, given in e: N -0.337; P 0.246; Cl -0.096; Br 0.092